Entry from the Open Molecules 2025 dataset: the molecule C21H22N6O5 (ωB97M-V/def2-TZVPD).

```
54
C21H22N6O5 | the Open Molecules 2025 dataset | ωB97M-V/def2-TZVPD
C -1.77 -1.72 -2.87
O -3.06 -2.29 -3.03
C -4.01 -1.94 -2.05
C -4.07 -2.91 -0.86
N -2.83 -2.96 -0.13
C -1.92 -3.95 -0.13
N -0.83 -3.65 0.55
C -1.04 -2.40 1.01
C -2.28 -1.93 0.61
C -2.73 -0.60 0.88
O -3.77 -0.08 0.53
N -1.78 0.09 1.64
C -1.92 1.53 1.74
C -0.78 2.11 0.90
O -0.51 1.65 -0.19
N -0.11 3.14 1.48
C 1.04 3.71 0.98
C 1.75 3.42 -0.21
C 2.81 4.28 -0.17
C 3.94 4.50 -1.10
O 2.74 5.02 0.94
N 1.64 4.67 1.66
C -0.54 -0.36 2.08
O 0.19 0.37 2.71
N -0.19 -1.65 1.76
C 1.20 -2.05 1.95
C 2.05 -1.33 0.93
C 2.79 -0.22 1.28
C 3.48 0.49 0.31
C 3.42 0.10 -1.01
C 2.68 -1.02 -1.37
C 1.99 -1.73 -0.40
H -1.17 -2.25 -2.12
H -1.83 -0.67 -2.60
H -1.28 -1.82 -3.84
H -3.83 -0.92 -1.68
H -4.98 -1.97 -2.55
H -4.28 -3.92 -1.23
H -4.86 -2.58 -0.20
H -2.07 -4.88 -0.63
H -1.87 1.85 2.79
H -2.89 1.79 1.31
H -0.35 3.44 2.41
H 1.49 2.69 -0.95
H 4.89 4.32 -0.59
H 3.86 3.82 -1.95
H 3.94 5.52 -1.46
H 1.24 -3.13 1.82
H 1.50 -1.77 2.97
H 2.82 0.11 2.31
H 4.06 1.36 0.59
H 3.96 0.65 -1.77
H 2.63 -1.33 -2.40
H 1.41 -2.59 -0.67
```

Energy relative to the best compared isomer or geometry (same formula, charge and spin) ... 0.0 kcal/mol
Spin multiplicity ... 1

=====

Entry from the Open Molecules 2025 dataset: a structure of composition C29H57AgN3O9 (ωB97M-V/def2-TZVPD).

```
99
C29H57AgN3O9 | the Open Molecules 2025 dataset | ωB97M-V/def2-TZVPD
Ag -40.95 26.20 -12.20
C -41.14 27.67 -9.56
O -41.84 27.39 -8.65
O -40.12 27.02 -9.91
O -41.90 27.75 -10.49
C -43.01 24.11 -10.16
O -42.96 24.98 -11.01
O -43.99 23.42 -10.18
O -42.87 24.69 -9.08
C -40.11 30.83 -11.30
C -39.45 30.46 -12.66
C -38.71 31.77 -13.30
C -37.38 32.06 -12.69
C -36.43 30.90 -12.72
C -37.07 29.57 -12.08
N -38.42 29.35 -12.55
O -38.91 28.15 -12.20
C -36.20 28.37 -12.54
C -37.00 29.74 -10.62
C -40.57 30.15 -13.63
H -39.44 30.79 -10.44
H -40.87 30.11 -11.00
H -40.58 31.79 -11.52
H -38.48 31.69 -14.36
H -39.25 32.70 -13.13
H -37.54 32.32 -11.64
H -36.91 32.95 -13.09
H -35.60 31.23 -12.09
H -36.21 30.84 -13.78
H -35.23 28.31 -12.06
H -36.65 27.44 -12.21
H -36.08 28.32 -13.62
H -37.71 29.08 -10.12
H -36.00 29.50 -10.26
H -37.28 30.75 -10.32
H -41.09 29.23 -13.37
H -40.12 29.93 -14.60
H -41.35 30.90 -13.79
H -39.14 28.22 -11.27
C -39.39 21.83 -13.37
C -39.00 23.20 -12.86
C -37.43 23.29 -12.72
C -36.70 23.59 -14.05
C -37.28 24.84 -14.79
C -38.81 24.72 -14.92
N -39.55 24.36 -13.67
O -40.93 24.36 -13.94
C -39.06 26.21 -15.32
C -39.21 23.92 -16.22
C -39.40 23.28 -11.45
H -38.75 21.37 -14.12
H -40.39 21.87 -13.81
H -39.38 21.03 -12.63
H -37.11 23.85 -11.84
H -37.05 22.29 -12.54
H -36.69 22.73 -14.72
H -35.64 23.74 -13.81
H -36.80 24.97 -15.76
H -36.99 25.67 -14.15
H -38.53 26.53 -16.22
H -40.11 26.36 -15.58
H -38.84 26.86 -14.47
H -38.83 22.90 -16.09
H -40.28 23.74 -16.35
H -38.98 24.40 -17.17
H -40.47 23.10 -11.45
H -39.42 24.29 -11.05
H -39.00 22.64 -10.65
H -41.03 23.53 -14.41
C -46.27 21.46 -12.27
C -45.78 21.77 -13.67
C -47.08 22.14 -14.40
C -46.80 22.99 -15.67
C -46.06 24.19 -15.26
C -44.62 23.90 -14.70
N -44.78 22.91 -13.55
O -43.55 22.63 -12.94
C -43.66 23.28 -15.76
C -44.07 25.27 -14.10
C -45.13 20.47 -14.39
H -46.87 20.56 -12.40
H -46.80 22.28 -11.79
H -45.42 21.26 -11.62
H -47.64 21.28 -14.75
H -47.75 22.72 -13.78
H -47.78 23.29 -16.05
H -46.33 22.35 -16.41
H -46.66 24.76 -14.55
H -45.91 24.84 -16.12
H -44.05 22.33 -16.11
H -43.59 24.01 -16.57
H -42.67 23.14 -15.32
H -43.73 26.04 -14.78
H -44.80 25.83 -13.52
H -43.21 24.99 -13.48
H -45.74 19.61 -14.11
H -44.20 20.23 -13.88
H -45.04 20.68 -15.45
H -43.68 22.93 -12.04
```

Net charge ... -3
Energy relative to the best compared isomer or geometry (same formula, charge and spin) ... 202.5 kcal/mol
Spin multiplicity ... 1

=====

Entry from the Open Molecules 2025 dataset: the molecule C27H34N2O5 (ωB97M-V/def2-TZVPD).

```
68
C27H34N2O5 | the Open Molecules 2025 dataset | ωB97M-V/def2-TZVPD
C 3.54 3.01 0.30
O 2.52 2.06 0.51
C 1.65 1.78 -0.49
C 1.69 2.41 -1.74
C 0.77 2.12 -2.73
O 0.79 2.72 -3.94
C 1.77 3.69 -4.22
C -0.24 1.15 -2.49
C -1.26 0.77 -3.43
C -1.36 1.38 -4.79
C -2.16 -0.17 -3.06
C -2.14 -0.83 -1.78
O -2.91 -1.68 -1.41
O -1.15 -0.43 -0.92
C -0.25 0.52 -1.23
C 0.67 0.82 -0.22
C 0.58 0.16 1.13
C 0.99 -1.32 1.05
C 2.43 -1.46 0.53
N 2.96 -2.81 0.44
C 3.10 -3.50 1.71
C 3.92 -4.77 1.48
O 3.29 -5.61 0.54
C 3.10 -4.94 -0.69
C 2.26 -3.67 -0.50
C -0.80 0.39 1.70
C -1.69 -0.62 2.02
C -2.96 -0.33 2.50
C -3.39 0.98 2.67
N -4.64 1.30 3.19
C -5.46 0.24 3.71
C -5.42 2.35 2.59
C -2.48 2.00 2.36
C -1.22 1.70 1.88
H 4.10 3.04 1.23
H 4.21 2.71 -0.51
H 3.13 4.00 0.09
H 2.45 3.15 -1.93
H 1.57 4.01 -5.24
H 2.78 3.27 -4.17
H 1.70 4.55 -3.55
H -2.20 0.96 -5.33
H -0.45 1.20 -5.36
H -1.49 2.46 -4.71
H -2.95 -0.49 -3.73
H 1.30 0.67 1.78
H 0.31 -1.85 0.38
H 0.92 -1.75 2.04
H 3.11 -0.90 1.18
H 2.50 -1.03 -0.47
H 3.62 -2.85 2.41
H 2.13 -3.78 2.15
H 4.01 -5.35 2.39
H 4.92 -4.49 1.11
H 2.59 -5.65 -1.35
H 4.08 -4.67 -1.12
H 2.17 -3.15 -1.45
H 1.26 -3.96 -0.14
H -1.42 -1.66 1.89
H -3.62 -1.16 2.71
H -6.27 0.68 4.29
H -5.91 -0.39 2.92
H -4.88 -0.39 4.38
H -6.12 1.95 1.84
H -4.77 3.08 2.10
H -6.00 2.87 3.36
H -2.75 3.03 2.51
H -0.54 2.51 1.64
```

Energy relative to the best compared isomer or geometry (same formula, charge and spin) ... 4.4 kcal/mol
Spin multiplicity ... 1

=====

What are the energy values for these records? In order: -41312.956 -57875.718 -41767.548 eV.
What are the HOMO-LUMO gap values for these records? In order: 9.3 1.5 7.7 eV.
What are the HOMO level values for these records? In order: -8.7 4.2 -7.3 eV.